(1)
79
Properties=species:S:1:pos:R:3:forces:R:3:mulliken_charge:R:1 method="wB97M-V/def2-TZVPD" homo_ev=-11.227 gap_ev=8.75 charge=+1 de_lowest_kj_mol=0.0
Cd 0.42590 -0.35750 -1.06519 -0.20 0.51 2.77 3.226
O 0.89657 -0.39587 1.04046 0.52 -0.57 0.39 -0.867
S 0.00489 0.38662 1.95188 0.27 0.99 1.53 0.413
C 0.91231 1.99334 2.18484 -0.17 -0.42 0.07 -0.658
C 2.25426 1.89917 2.89404 0.08 -0.18 -0.09 -1.372
C 3.33044 1.17073 2.08409 -0.10 -0.08 0.09 0.635
C 3.87323 1.99621 0.92141 -0.09 -0.40 -0.62 -1.279
S 3.58170 1.29191 -0.78061 0.88 -0.11 1.03 -0.102
O 2.09765 1.21225 -0.94814 0.04 0.43 -0.02 -0.362
C 4.15014 -0.39487 -0.43714 -0.03 0.29 -0.21 0.831
C 3.31114 -1.46381 -0.68354 -0.28 0.16 -0.07 0.224
C 3.75638 -2.75824 -0.47099 0.01 0.01 0.00 -0.854
C 5.05172 -2.97726 -0.03417 -0.08 -0.01 -0.01 -0.617
C 5.89955 -1.90193 0.18851 0.03 0.04 0.05 -0.602
C 5.45474 -0.60683 -0.01559 -0.04 0.01 0.00 -0.713
C 0.34236 -0.29827 3.59328 -0.20 0.03 -0.18 -0.080
C -0.32901 0.19810 4.69964 -0.03 0.07 -0.17 -0.210
C -0.06291 -0.33533 5.94896 0.02 0.01 0.06 -0.727
C 0.85530 -1.36534 6.08587 0.01 0.02 -0.01 -0.540
C 1.49811 -1.87439 4.96915 0.00 0.03 0.07 -0.933
C 1.24187 -1.34103 3.71972 0.10 0.14 -0.32 0.024
H 0.22651 2.63672 2.73297 -0.14 0.07 0.02 0.731
H 1.02229 2.36872 1.16643 -0.13 0.01 -0.11 0.297
H 2.12946 1.38700 3.84927 0.00 0.10 0.01 0.379
H 2.59475 2.91208 3.12192 -0.05 0.06 0.04 0.557
H 2.91617 0.23389 1.71210 0.13 -0.01 0.09 -0.433
H 4.15291 0.91813 2.75474 0.01 -0.03 -0.05 0.526
H 4.95180 2.11952 0.97986 0.11 0.09 -0.07 0.489
H 3.42782 2.98989 0.88197 0.01 0.08 -0.18 0.574
H 2.30261 -1.30797 -1.05360 0.80 -0.33 0.09 0.123
H 3.08334 -3.58090 -0.65615 -0.05 -0.08 -0.02 0.537
H 5.40250 -3.98555 0.12513 0.05 -0.07 0.02 0.423
H 6.90980 -2.07667 0.52473 0.10 0.02 0.02 0.415
H 6.11503 0.22947 0.15123 0.17 0.09 0.03 0.382
H -1.05050 0.99395 4.59224 -0.13 0.12 0.00 0.439
H -0.57451 0.05000 6.81712 -0.06 0.05 0.07 0.425
H 1.07049 -1.76849 7.06258 -0.02 -0.07 0.11 0.406
H 2.19677 -2.68996 5.06416 0.09 -0.09 0.04 0.458
H 1.72401 -1.72772 2.83488 0.07 -0.07 -0.08 0.377
N -1.58425 2.04750 -0.55676 0.12 -0.10 0.10 -0.218
N -1.39388 2.79336 -1.73063 -0.12 0.19 0.01 -0.176
C -0.64237 2.28111 -2.72561 -0.06 0.43 -0.02 -0.165
N -0.55468 2.92085 -3.88195 0.08 0.02 -0.31 -0.302
N -0.04303 1.13034 -2.45590 -1.25 1.25 0.26 0.033
N 0.76045 0.55182 -3.31845 1.53 1.64 -2.17 1.425
O 1.20183 1.13170 -4.27469 0.41 0.20 -0.98 -0.906
O 1.13777 -0.56647 -3.01074 1.10 -1.32 -1.37 -0.926
H -2.28543 1.31505 -0.67982 -0.09 0.17 -0.09 -0.171
H -1.85826 2.67010 0.19535 0.08 -0.05 -0.19 0.327
H -2.05997 3.52325 -1.96695 0.10 -0.34 0.01 0.269
H -1.05360 3.77393 -4.07218 -0.01 -0.07 0.14 0.195
H 0.04391 2.49602 -4.59331 -0.29 0.23 0.30 0.187
Cl -3.11214 -3.70147 0.34627 -0.32 -0.22 -0.09 -0.175
C -1.42134 -3.36119 0.66639 0.22 -0.02 0.01 -0.149
Cl -1.21459 -2.81347 2.33776 -0.02 -0.19 0.12 -0.124
C -0.86709 -2.24631 -0.22860 -0.84 -1.18 0.56 0.426
O -1.43258 -1.13532 -0.24628 -1.17 -0.08 0.67 -0.707
O 0.16938 -2.50512 -0.85546 0.62 -1.35 -0.08 -0.759
H -0.86028 -4.28715 0.53774 -0.08 0.26 0.00 0.466
C -6.06516 1.91578 -0.55832 -0.06 -0.03 0.05 -1.570
C -5.08091 1.10686 -1.34300 0.03 0.08 -0.06 1.032
C -4.44781 1.63362 -2.46326 -0.13 -0.15 0.12 -0.867
C -3.48018 0.90266 -3.13174 0.18 -0.14 -0.26 -0.609
C -3.14353 -0.36272 -2.69138 0.29 -0.13 0.18 0.202
C -3.81920 -0.93270 -1.62366 -0.18 0.05 -0.09 -0.418
C -4.77770 -0.19626 -0.95293 0.05 -0.04 -0.17 -0.686
S -1.67117 -1.16636 -3.39118 -2.00 -0.52 -0.75 0.788
C -2.59877 -2.38239 -4.40630 0.42 0.21 0.39 -1.210
O -1.16069 -0.17263 -4.36323 -0.20 -0.02 -0.98 -0.723
H -6.20928 2.89873 -1.00229 -0.07 0.02 0.04 0.364
H -5.71340 2.03766 0.46651 -0.04 0.09 0.05 0.310
H -7.02550 1.40493 -0.50569 -0.09 0.05 -0.01 0.377
H -4.72000 2.61733 -2.81938 -0.04 0.12 -0.02 0.442
H -2.98004 1.29449 -4.00443 0.13 0.10 -0.09 0.635
H -3.59643 -1.93768 -1.31004 0.05 0.00 0.08 0.164
H -5.29086 -0.63200 -0.10841 -0.05 -0.06 0.11 0.442
H -3.28978 -1.83973 -5.04412 -0.01 0.12 0.02 0.389
H -3.12521 -3.05233 -3.73443 -0.10 -0.12 0.07 0.384
H -1.88181 -2.93552 -5.00696 0.10 -0.01 0.04 0.462


(2)
62
Properties=species:S:1:pos:R:3:forces:R:3:mulliken_charge:R:1 method="wB97M-V/def2-TZVPD" homo_ev=-8.192 smiles="CC(C)c1ccc(C(=O)c2cccs2)c(SCCCCCCCCN(C)C)n1" gap_ev=7.96 charge=0 de_lowest_kj_mol=34.6
C 0.80849 -3.88047 1.05324 0.17 -0.07 -0.17 -1.364
C 1.64316 -3.61333 -0.19585 -0.21 0.01 0.01 0.431
C 0.74487 -3.17843 -1.35932 0.17 -0.15 0.05 -1.268
C 2.66512 -2.53289 0.04118 0.47 -0.22 -0.23 0.321
C 3.90784 -2.56190 -0.59556 -0.03 0.01 0.05 -1.142
C 4.78064 -1.51156 -0.40092 -0.14 0.03 0.11 -0.593
C 4.41176 -0.44436 0.41631 -0.45 -0.27 0.18 -0.304
C 5.21605 0.74552 0.68935 -0.05 0.30 0.38 0.913
O 4.92612 1.47067 1.63621 0.58 -0.21 -0.47 -0.680
C 6.34091 1.11940 -0.16876 0.58 0.23 -0.49 -0.044
C 7.31554 2.01292 0.20306 -0.36 -0.34 0.06 -0.515
C 8.24806 2.27635 -0.81311 0.09 0.01 -0.22 -0.518
C 7.96632 1.60365 -1.96248 -0.31 -0.24 -0.01 -0.404
S 6.57088 0.62136 -1.81684 0.28 0.44 0.31 -0.042
C 3.15870 -0.54276 1.06694 0.23 0.06 -0.12 0.397
S 2.66247 0.67259 2.20123 -0.86 0.21 0.73 -0.065
C 0.95458 0.10376 2.55072 0.47 -0.15 -0.37 -0.885
C -0.01435 0.38071 1.41315 -0.01 0.28 0.11 -0.048
C -0.16594 1.87426 1.13688 -0.03 -0.15 -0.31 -0.739
C -1.04445 2.17571 -0.07705 -0.11 -0.01 0.39 -0.847
C -2.51885 1.84440 0.14704 0.20 0.12 -0.45 -0.264
C -3.37320 2.22835 -1.05972 -0.20 0.00 0.36 -0.854
C -4.87071 2.03427 -0.82220 0.19 -0.19 -0.10 -0.773
C -5.25394 0.56888 -0.61157 -0.08 0.28 -0.12 -0.573
N -6.66987 0.33726 -0.85186 0.02 -0.11 0.00 -0.051
C -6.95840 -1.07762 -0.95716 0.01 0.07 -0.01 -1.022
C -7.50549 0.95670 0.15534 0.04 0.03 -0.11 -0.982
N 2.32428 -1.55021 0.85324 -0.21 -0.12 0.06 0.004
H 1.44797 -4.17628 1.88139 0.00 -0.02 0.15 0.343
H 0.09272 -4.67674 0.86299 -0.08 -0.08 -0.01 0.462
H 0.27018 -2.98103 1.33681 -0.08 0.07 0.07 0.118
H 2.17005 -4.52928 -0.48463 0.01 0.08 0.01 0.395
H 1.33546 -2.99472 -2.25446 -0.01 0.04 -0.12 0.357
H 0.01290 -3.95243 -1.57752 -0.10 -0.05 -0.05 0.407
H 0.21722 -2.26416 -1.09798 -0.08 0.13 0.02 0.214
H 4.18125 -3.39806 -1.21983 0.02 -0.09 -0.06 0.412
H 5.75593 -1.53420 -0.86227 0.03 -0.04 0.00 0.639
H 7.34178 2.44813 1.18556 -0.06 0.07 0.17 0.459
H 9.08564 2.94098 -0.70165 0.15 0.10 -0.01 0.403
H 8.49952 1.62119 -2.89261 0.14 0.04 -0.18 0.440
H 1.01219 -0.96007 2.76930 -0.11 0.02 0.14 0.366
H 0.66862 0.65103 3.44842 0.04 0.02 0.08 0.540
H 0.34427 -0.12413 0.51424 -0.09 -0.04 -0.01 -0.047
H -0.98177 -0.05140 1.67958 -0.06 -0.07 -0.06 0.383
H 0.82732 2.29647 0.96737 -0.03 0.04 0.07 0.412
H -0.58581 2.36522 2.01816 0.01 0.09 0.08 0.336
H -0.95780 3.23869 -0.31538 0.00 0.02 -0.10 0.394
H -0.67442 1.61541 -0.93926 0.05 0.02 -0.09 0.299
H -2.87702 2.38410 1.02710 -0.05 -0.02 0.11 0.275
H -2.62828 0.77705 0.34016 -0.04 -0.07 0.12 0.157
H -3.19345 3.27972 -1.29836 0.06 0.00 -0.07 0.369
H -3.06290 1.63761 -1.92485 0.03 0.01 -0.10 0.343
H -5.42089 2.39894 -1.69167 -0.09 0.02 0.03 0.365
H -5.16938 2.63015 0.04200 -0.06 0.08 0.01 0.350
H -4.70196 -0.03920 -1.33377 0.05 -0.03 0.05 0.413
H -4.96278 0.24013 0.40233 0.01 -0.08 -0.04 0.282
H -6.37088 -1.50558 -1.76837 0.00 -0.08 -0.01 0.310
H -6.73280 -1.63102 -0.03078 0.00 -0.03 0.03 0.360
H -8.01444 -1.20893 -1.18908 -0.04 -0.08 0.00 0.356
H -7.35483 2.03341 0.14303 -0.05 0.07 0.08 0.291
H -7.29414 0.58094 1.17016 0.01 -0.01 0.04 0.332
H -8.55004 0.75482 -0.07760 -0.05 0.03 0.05 0.377


(3)
25
Properties=species:S:1:pos:R:3:forces:R:3:mulliken_charge:R:1 method="wB97M-V/def2-TZVPD" homo_ev="-10.790 / -10.932" gap_ev="6.62 / 7.78" charge=+1 de_lowest_kj_mol=323.9
C -3.15380 0.59598 -1.32457 -0.94 -0.34 -2.87 -0.036
C -1.36952 0.81353 -0.12429 2.75 1.47 -1.82 0.138
C 1.61683 1.63179 -0.29364 -0.56 -0.30 1.09 -0.839
C 1.77565 0.23105 -0.93797 1.47 -0.30 -0.23 -0.549
C -0.46103 1.03395 0.90565 -1.23 -0.90 0.54 -0.508
C 0.28734 -1.29966 0.17738 0.78 0.79 1.28 0.287
C -0.01801 -2.30922 1.26569 -0.76 1.58 2.19 -1.206
N -2.25028 1.03280 -2.18001 -2.41 -0.47 0.17 -0.946
N -1.15108 1.25535 -1.45507 -0.66 -1.28 3.11 0.656
N -2.64765 0.37419 -0.08198 0.82 0.91 -0.64 -0.067
N 0.76824 1.55544 0.94021 1.71 0.40 -1.92 -0.092
O 1.54486 -0.77025 0.03128 -2.27 -1.56 1.44 -0.305
H -4.21464 0.33393 -1.60949 1.60 0.43 0.37 0.379
H 2.57741 1.95294 0.05562 0.47 0.39 -0.02 0.412
H 1.19498 2.39761 -0.96491 0.41 -0.28 0.01 0.413
H 1.13614 0.18147 -1.83451 0.38 -0.76 0.22 0.365
H 2.84436 -0.10715 -1.14771 -1.23 1.54 -0.59 0.366
H -1.01693 1.19355 1.78144 -0.28 -0.49 1.69 0.434
H -0.26722 -1.41268 -0.72081 -0.45 0.12 -0.93 0.459
H 0.11952 -3.32514 0.96592 0.86 -0.73 -0.28 0.379
H -1.12313 -2.35535 1.52480 0.96 0.61 -0.70 0.294
H 0.43761 -2.07478 2.30722 -0.23 -0.48 -2.06 0.299
H -3.12941 -0.03775 0.67587 -0.33 -0.22 0.80 0.189
H 1.19164 1.91358 1.79277 -0.60 -0.39 -0.34 0.260
H -0.22976 1.35623 -1.83657 -0.28 0.26 -0.51 0.218


> The lowest charge belongs to which entry?

C23H34N2OS2


> Among the records above, which one has the lowest charge?

C23H34N2OS2